[1]
This record from the Open Molecules 2025 dataset describes a molecular structure, C12H41O9Ti at a distorted geometry. The level of theory is ωB97M-V with the def2-TZVPD basis set.

Cartesian coordinates (Å):
Ti  -1.519  0.538  -1.463
O  0.386  -0.138  -0.394
H  0.033  0.294  0.394
C  2.568  -2.299  -1.980
O  2.186  -0.944  -2.183
H  1.701  -2.947  -1.806
H  3.080  -2.643  -2.876
H  3.241  -2.393  -1.122
H  1.520  -0.720  -1.510
C  -3.792  0.502  1.078
O  -2.424  0.513  0.699
H  -4.003  1.264  1.832
H  -4.396  0.716  0.200
H  -4.096  -0.476  1.464
H  -1.861  0.349  1.485
C  3.112  0.631  1.509
O  2.095  -0.322  1.753
H  3.774  0.616  2.371
H  3.675  0.392  0.603
H  2.714  1.643  1.381
H  1.509  -0.376  0.979
C  1.657  2.815  -2.115
O  2.154  2.074  -1.027
H  1.674  2.242  -3.055
H  0.644  3.201  -1.944
H  2.316  3.672  -2.273
H  1.581  1.298  -0.890
C  -1.836  -1.394  4.356
C  -0.452  -1.054  3.843
O  -0.579  -0.058  2.834
H  -2.490  -1.623  3.516
H  -2.257  -0.545  4.900
H  -1.790  -2.236  5.045
H  0.043  -1.944  3.433
H  0.215  -0.691  4.632
H  0.312  0.083  2.466
C  0.568  -1.168  -5.343
C  -0.145  -0.017  -4.695
O  -0.312  -0.220  -3.288
H  -0.021  -2.081  -5.285
H  1.531  -1.341  -4.854
H  0.813  -0.952  -6.386
H  -1.149  0.100  -5.101
H  0.382  0.927  -4.866
H  0.577  -0.441  -2.939
C  -1.187  -4.594  0.628
C  -0.825  -3.151  0.720
O  -0.650  -2.648  -0.618
H  -0.400  -5.145  0.105
H  -2.100  -4.719  0.043
H  -1.315  -5.053  1.609
H  0.106  -3.024  1.285
H  -1.638  -2.597  1.209
H  -0.234  -1.764  -0.504
C  -0.284  3.259  1.138
C  -0.395  4.676  1.613
O  -1.745  5.124  1.435
H  0.722  2.880  1.348
H  -0.473  3.198  0.066
H  -0.968  2.586  1.660
H  0.280  5.308  1.024
H  -0.099  4.761  2.664
H  -1.736  6.055  1.201

Forces on the atoms, in the same order (eV/Å):
Ti 0.40 -0.56 0.16
O -0.85 0.58 -0.17
H 0.11 -0.01 -0.04
C -0.13 -0.22 0.06
O -0.26 -0.07 -0.34
H 0.04 0.12 -0.04
H 0.07 0.04 0.00
H 0.02 0.05 -0.07
H 0.44 0.04 0.57
C -0.50 -0.02 0.18
O 0.45 0.00 -0.52
H 0.11 -0.01 -0.04
H 0.09 0.02 -0.04
H 0.13 0.04 -0.02
H -0.05 -0.14 -0.06
C 0.13 0.29 -0.13
O -0.54 -0.17 0.45
H 0.08 -0.01 0.00
H 0.02 -0.03 0.07
H 0.03 -0.11 0.05
H 0.48 -0.16 -0.42
C 0.20 0.09 -0.33
O -0.08 0.07 0.01
H -0.12 -0.02 0.16
H -0.01 -0.09 -0.03
H -0.03 -0.04 0.13
H 0.04 0.09 0.01
C 0.25 0.37 0.16
C 0.16 -0.40 0.06
O 0.01 0.30 -0.43
H -0.05 -0.17 0.02
H -0.02 -0.02 -0.08
H -0.06 -0.10 -0.07
H -0.17 0.07 -0.09
H -0.22 0.08 0.08
H 0.16 -0.02 0.29
C 0.59 -0.24 -0.06
C -0.50 0.46 -0.19
O 0.01 0.24 0.64
H -0.01 -0.04 -0.03
H -0.11 -0.03 0.09
H -0.27 0.03 0.02
H -0.03 0.01 0.01
H 0.07 -0.03 0.05
H -0.02 -0.20 -0.15
C 0.05 -0.73 -0.26
C -0.02 0.52 -0.68
O 0.09 0.09 0.70
H -0.02 0.04 0.05
H -0.05 0.00 0.10
H -0.09 0.07 0.03
H -0.07 0.09 0.08
H 0.18 0.07 0.14
H -0.13 -0.22 -0.15
C 0.31 -0.58 0.18
C -0.18 0.41 -0.12
O 0.11 -0.09 0.04
H 0.00 0.09 -0.22
H 0.00 -0.06 -0.01
H -0.18 0.23 0.02
H 0.03 -0.04 0.08
H -0.09 0.01 0.00
H 0.00 0.01 0.07

Results
HOMO-LUMO gap (spin up / spin down) = 6.1 / 10.0 eV
multiplicity = 4
expectation value of S² = 3.751

[2]
This record from the Open Molecules 2025 dataset describes 7 unconnected molecules or ions with the total composition C12H42O9P2S6Si at a distorted geometry. The level of theory is ωB97M-V with the def2-TZVPD basis set.

Cartesian coordinates (Å):
O  3.355  1.661  4.003
P  3.731  1.575  2.624
O  4.883  0.467  2.465
O  4.427  2.908  2.124
P  2.185  0.943  1.255
Si  0.185  1.418  2.152
H  4.822  0.033  1.590
H  5.093  2.657  1.458
H  2.316  -0.454  1.283
H  -0.611  2.134  1.164
H  -0.493  0.152  2.426
H  0.328  2.265  3.355
C  7.256  2.788  7.594
S  7.224  2.815  5.796
O  8.071  3.960  5.365
C  5.515  3.327  5.645
H  8.264  2.525  7.906
H  6.996  3.774  7.978
H  6.553  2.038  7.955
H  5.371  4.276  6.163
H  4.865  2.559  6.061
H  5.289  3.447  4.590
C  0.082  3.278  -2.490
S  -1.008  1.922  -2.055
O  -0.375  1.218  -0.901
C  -0.685  0.939  -3.515
H  0.065  3.998  -1.674
H  1.095  2.899  -2.628
H  -0.287  3.742  -3.405
H  0.377  0.716  -3.577
H  -1.020  1.492  -4.392
H  -1.242  0.011  -3.427
C  2.968  -2.920  -4.525
S  1.457  -2.994  -3.555
O  0.786  -1.678  -3.696
C  2.260  -2.993  -1.948
H  2.687  -2.866  -5.574
H  3.537  -2.033  -4.249
H  3.556  -3.821  -4.351
H  2.873  -2.098  -1.849
H  2.869  -3.891  -1.847
H  1.480  -2.991  -1.190
C  -1.309  -3.452  3.660
S  -2.386  -2.584  2.512
O  -2.250  -1.133  2.809
C  -3.925  -3.130  3.251
H  -0.281  -3.208  3.401
H  -1.518  -3.125  4.679
H  -1.468  -4.526  3.562
H  -3.956  -2.822  4.297
H  -4.009  -4.212  3.162
H  -4.739  -2.664  2.703
C  -7.162  -6.409  0.809
S  -6.290  -5.051  0.020
O  -5.079  -4.781  0.836
C  -7.493  -3.784  0.437
H  -6.551  -7.302  0.702
H  -7.308  -6.186  1.865
H  -8.121  -6.560  0.313
H  -7.617  -3.739  1.519
H  -8.443  -4.013  -0.047
H  -7.116  -2.833  0.069
C  -1.613  5.479  -6.702
S  -2.726  4.131  -6.293
O  -2.117  3.399  -5.152
C  -2.402  3.159  -7.767
H  -1.631  6.187  -5.876
H  -0.603  5.092  -6.834
H  -1.957  5.969  -7.612
H  -1.339  2.929  -7.827
H  -2.724  3.718  -8.646
H  -2.975  2.238  -7.690

Forces on the atoms, in the same order (eV/Å):
O -0.80 0.61 2.35
P -0.20 -1.40 -0.21
O 0.26 -0.55 -1.37
O 0.51 0.13 -0.94
P 0.31 0.76 -1.56
Si -0.47 0.05 0.37
H 0.24 0.12 0.64
H -0.23 0.55 0.21
H 0.03 -0.09 0.55
H 0.09 0.31 0.02
H 0.15 -0.12 0.13
H 0.22 -0.10 0.05
C -0.01 0.01 0.10
S -0.05 -0.08 -0.04
O 0.03 0.06 0.03
C -0.06 0.13 0.14
H 0.02 0.00 -0.04
H 0.00 0.02 -0.05
H 0.00 -0.01 -0.02
H 0.09 0.01 0.01
H -0.02 -0.05 -0.09
H 0.01 -0.04 -0.04
C 0.09 0.13 -0.07
S -0.09 -0.07 -0.03
O 0.08 -0.14 -0.27
C 0.00 0.08 -0.16
H -0.02 -0.03 0.04
H -0.01 -0.06 0.03
H -0.05 -0.03 -0.01
H 0.02 -0.06 0.09
H -0.06 0.07 0.05
H 0.03 -0.04 0.08
C 0.12 0.01 -0.01
S -0.03 -0.12 0.05
O 0.04 0.01 -0.11
C 0.10 -0.02 0.08
H -0.05 0.00 0.00
H -0.04 0.02 0.03
H -0.01 -0.02 0.00
H -0.04 0.04 -0.04
H -0.01 -0.02 0.00
H -0.05 0.01 -0.03
C 0.03 -0.06 0.10
S -0.02 -0.02 -0.13
O -0.16 -0.13 0.12
C -0.07 -0.04 0.23
H 0.00 0.04 -0.03
H -0.02 0.04 -0.01
H 0.00 -0.01 -0.02
H 0.08 0.06 -0.02
H -0.02 0.00 -0.10
H 0.02 0.00 -0.08
C -0.07 -0.04 0.07
S -0.03 -0.01 -0.15
O 0.03 -0.02 0.12
C -0.08 0.04 0.05
H 0.04 0.01 -0.03
H 0.03 0.04 0.00
H 0.00 0.00 -0.02
H 0.04 -0.03 0.01
H 0.00 0.00 -0.02
H 0.05 -0.01 -0.03
C 0.08 0.05 -0.05
S -0.13 0.06 -0.04
O 0.12 0.00 0.02
C 0.06 -0.03 -0.09
H -0.04 -0.01 0.03
H -0.01 -0.04 0.02
H -0.02 0.01 0.00
H 0.01 0.01 0.05
H -0.02 0.01 0.00
H -0.03 0.00 0.04

Results
HOMO-LUMO gap = 8.4 eV
multiplicity = 1